--- a ---
Computed, not measured: an isolated ion of composition C4H13N2S and charge +1, with the ωB97M-V functional and the def2-TZVPD basis.

```
! RIJCOSX wB97M-V def2-TZVPD def2/J DEFGRID3
* xyz 1 1
C 2.2676 2.2746 -0.7588
N 1.1576 1.2900 -0.7984
C 1.5440 -0.0393 -0.3710
C 0.3856 -0.7532 0.3546
N -0.0086 0.2719 1.4506
C -0.8152 -0.8618 -0.5593
S -2.3799 -1.2231 0.2889
H 2.1911 2.9196 -1.6256
H 3.2455 1.7983 -0.8748
H 2.2248 2.8131 0.1886
H 0.7694 1.2381 -1.7316
H 2.4322 0.0151 0.2456
H 1.7989 -0.7093 -1.2042
H 0.7290 -1.5864 0.9473
H 0.7375 0.3573 2.1386
H -0.9454 0.0361 1.7490
H -0.0237 1.1773 0.9526
H -0.9722 0.0606 -1.0950
H -0.5872 -1.5451 -1.3853
H -2.5811 -2.4874 -0.1019
*
```

SMILES: CNC[C@@H]([NH3+])CS
E_LUMO, eV: -3.0836

Partial charges, Löwdin, in e:
1 C -0.08
2 N -0.13
3 C -0.20
4 C -0.30
5 N 0.19
6 C -0.51
7 S 0.79
8 H 0.09
9 H 0.08
10 H 0.08
11 H 0.11
12 H 0.12
13 H 0.14
14 H 0.15
15 H 0.17
16 H 0.08
17 H 0.15
18 H 0.07
19 H 0.11
20 H -0.11

--- b ---
Computed, not measured: an isolated ion of composition C4H13N2S and charge +1, with the ωB97M-V functional and the def2-TZVPD basis.

```
! RIJCOSX wB97M-V def2-TZVPD def2/J DEFGRID3
* xyz 1 1
N -2.5078 -0.4798 0.5274
C -1.0860 -0.7613 0.5493
C -0.3770 0.3308 -0.2649
N -1.1431 0.3631 -1.5901
C 1.0952 0.1897 -0.5756
C 1.9775 0.3979 0.6663
S 3.7128 -0.0372 0.3919
H -3.0036 -1.2056 1.0388
H -2.7458 0.2984 1.1396
H -0.8765 -1.7522 0.1439
H -0.5594 -0.6857 1.5048
H -0.5783 1.2489 0.2930
H -0.9814 1.1818 -2.1784
H -2.1496 0.2964 -1.3870
H -0.8672 -0.4843 -2.0988
H 1.2782 0.9823 -1.3026
H 1.3094 -0.8115 -0.9550
H 1.5442 -0.1467 1.5037
H 1.8807 1.4521 0.9449
H 4.0777 -0.3773 1.6488
*
```

SMILES: NC[C@H]([NH3+])CCS
E_LUMO, eV: -3.2786

Partial charges, Löwdin, in e:
1 N 0.01
2 C -0.22
3 C -0.30
4 N 0.21
5 C -0.23
6 C -0.58
7 S 0.74
8 H 0.10
9 H 0.10
10 H 0.14
11 H 0.12
12 H 0.16
13 H 0.17
14 H 0.14
15 H 0.18
16 H 0.12
17 H 0.12
18 H 0.07
19 H 0.08
20 H -0.12

It turns out b is the most stable, with the second structure 26.3 kJ/mol higher.

--- a ---
Computed, not measured: a 2-piece molecular cluster, C3H12NS overall, with the ωB97M-V functional and the def2-TZVPD basis.

```
! RIJCOSX wB97M-V def2-TZVPD def2/J DEFGRID3
* xyz 1 1
C -0.1042 2.6222 -1.9080
N -0.7115 1.6576 -0.9377
H -0.7577 3.4746 -2.0695
H 0.0927 2.1029 -2.8423
H 0.8457 2.9806 -1.5145
H -1.5236 1.2632 -1.3869
H -0.1246 0.8948 -0.6133
H -0.9950 2.1235 -0.0732
C 1.1521 -1.3086 2.2625
S 0.2574 -0.8385 0.7463
C -0.4353 -2.4590 0.2423
H 1.8938 -0.5546 2.4958
H 0.4333 -1.3662 3.0662
H 1.5622 -2.2696 2.1068
H -1.4822 -2.3773 -0.0196
H -0.2735 -3.1672 1.0484
H 0.1705 -2.7786 -0.6034
*
```

E_LUMO, eV: -3.4628

Partial charges, Löwdin, in e:
1 C -0.01
2 N 0.12
3 H 0.10
4 H 0.10
5 H 0.10
6 H 0.16
7 H 0.00
8 H 0.17
9 C -0.36
10 S 0.75
11 C -0.36
12 H 0.04
13 H 0.04
14 H 0.03
15 H 0.03
16 H 0.04
17 H 0.03

--- b ---
Computed, not measured: a 2-piece molecular cluster, C3H12NS overall, with the ωB97M-V functional and the def2-TZVPD basis.

```
! RIJCOSX wB97M-V def2-TZVPD def2/J DEFGRID3
* xyz 1 1
C 2.6722 -0.2292 -1.7748
N 1.6926 0.7220 -1.0865
H 3.6550 0.1926 -1.6154
H 2.5978 -1.1682 -1.2061
H 2.5371 -0.5597 -2.7986
H 0.9315 0.3643 -0.4950
H 1.2473 1.1612 -1.8996
H 2.2063 1.4929 -0.6594
C -2.9806 -0.5217 0.8630
C -1.6966 -0.2158 1.6425
S -0.6073 1.2993 1.3391
H -2.8383 -0.2487 -0.1901
H -3.8139 0.0290 1.2890
H -3.2265 -1.5801 0.9190
H -1.8338 -0.2533 2.7204
H -0.9583 -0.9803 1.4581
H 0.4155 0.4957 1.4943
*
```

E_LUMO, eV: -3.7724

Partial charges, Löwdin, in e:
1 C 0.00
2 N 0.14
3 H 0.10
4 H 0.10
5 H 0.10
6 H 0.07
7 H 0.17
8 H 0.16
9 C -0.14
10 C -0.54
11 S 0.69
12 H 0.07
13 H 0.07
14 H 0.08
15 H 0.07
16 H 0.04
17 H -0.19

It turns out a is the most stable, with the second structure 77.1 kJ/mol higher.

--- a ---
Computed, not measured: a single C10H16N4O4 molecule, with the ωB97M-V functional and the def2-TZVPD basis.

```
! RIJCOSX wB97M-V def2-TZVPD def2/J DEFGRID3
* xyz 0 1
C -3.5031 0.2528 0.7626
C -2.6690 1.1348 -0.2194
O -2.6154 2.5977 0.0668
C -1.2723 0.4722 -0.4434
N -0.5315 0.8871 0.6323
C 0.2755 0.2338 1.5834
O 1.0383 0.9324 2.2477
C 0.2009 -1.2749 1.7665
N -1.1256 -1.7226 2.3884
C 0.5129 -2.0832 0.5237
C 1.6398 -1.5921 -0.2427
C 2.8804 -2.0600 -0.1032
N 3.6778 -1.1499 -0.7966
C 2.8215 -0.2222 -1.3835
N 1.5622 -0.4183 -0.9865
C -0.6366 0.9638 -1.8062
O -1.0065 0.5876 -2.8674
O 0.2549 2.0541 -1.6659
H -2.9846 0.0498 1.6829
H -3.6318 -0.7151 0.3327
H -4.4178 0.8398 1.0177
H -3.2071 1.1765 -1.1602
H -2.5013 2.6016 1.0214
H -1.3874 -0.5781 -0.3361
H -0.4150 1.9533 0.6431
H 0.9952 -1.5070 2.5124
H -0.8789 -2.3471 3.2882
H -1.6743 -2.5399 1.6437
H -0.4229 -2.0758 -0.0391
H 0.9047 -3.1345 0.8303
H 3.2607 -2.8852 0.5849
H 4.6100 -1.3967 -1.1542
H 3.0460 0.6807 -1.9727
H 0.7553 2.3790 -2.4345
*
```

SMILES: C[C@@H](O)[C@H](NC(=O)[C@@H](N)Cc1c[nH]cn1)C(=O)O
E_LUMO, eV: 0.5947

Partial charges, Löwdin, in e:
1 C -0.03
2 C -0.30
3 O -0.03
4 C -0.23
5 N 0.08
6 C -0.40
7 O 0.05
8 C -0.32
9 N -0.01
10 C -0.15
11 C -0.34
12 C -0.06
13 N 0.05
14 C -0.13
15 N 0.14
16 C -0.42
17 O 0.12
18 O 0.04
19 H 0.05
20 H 0.07
21 H 0.10
22 H 0.13
23 H 0.08
24 H 0.12
25 H 0.18
26 H 0.15
27 H 0.11
28 H 0.17
29 H 0.10
30 H 0.15
31 H 0.15
32 H 0.15
33 H 0.13
34 H 0.12

--- b ---
Computed, not measured: a single C10H16N4O4 molecule, with the ωB97M-V functional and the def2-TZVPD basis.

```
! RIJCOSX wB97M-V def2-TZVPD def2/J DEFGRID3
* xyz 0 1
C 0.1355 3.4919 3.1574
C 1.1869 2.4086 2.6943
O 1.8660 1.9092 3.6105
C 1.3532 2.0221 1.2068
N 2.5081 2.3360 0.5630
O 3.6187 2.8690 1.3248
N 0.3303 1.6004 0.2603
C 0.4844 1.2596 -1.1365
C 0.5517 -0.2992 -1.3048
N -0.7607 -0.9859 -0.8175
C -1.2257 -2.1872 -1.4009
N -2.5355 -2.5161 -1.2229
O -3.1042 -3.7110 -1.7881
C -0.3678 -3.0381 -2.2621
C 0.1608 -4.3041 -1.5688
O 0.2263 -2.7388 -3.2710
C -1.6633 -0.0565 -0.0113
C -0.7404 0.7602 0.9413
H 0.0161 4.3008 2.4319
H -0.8151 2.8858 3.1627
H 0.3311 3.9131 4.2305
H 4.1877 3.5375 0.8515
H -0.3050 1.7874 -1.6875
H 1.5004 1.6582 -1.3591
H 0.7707 -0.4119 -2.3513
H 1.4733 -0.5462 -0.6761
H -3.8451 -3.5909 -2.3502
H -0.5734 -4.8921 -1.0682
H 0.9173 -3.9460 -0.8191
H 0.5846 -4.9457 -2.2662
H -2.4194 -0.5152 0.5589
H -2.1559 0.5851 -0.7376
H -1.3824 1.4853 1.5410
H -0.3094 -0.1255 1.5641
*
```

SMILES: CC(=O)/C(=N\O)N1CCN(/C(=N/O)C(C)=O)CC1
E_LUMO, eV: 0.3226

Partial charges, Löwdin, in e:
1 C -0.01
2 C -0.32
3 O 0.06
4 C -0.17
5 N 0.04
6 O -0.10
7 N -0.11
8 C -0.16
9 C -0.07
10 N -0.03
11 C -0.22
12 N 0.04
13 O -0.08
14 C -0.37
15 C 0.01
16 O 0.10
17 C -0.13
18 C -0.13
19 H 0.07
20 H 0.07
21 H 0.12
22 H 0.11
23 H 0.13
24 H 0.11
25 H 0.10
26 H 0.14
27 H 0.06
28 H 0.07
29 H 0.11
30 H 0.06
31 H 0.09
32 H 0.11
33 H 0.12
34 H 0.16

It turns out a is the most stable, with the second structure 551.5 kJ/mol higher.